1.
60
Properties=species:S:1:pos:R:3:forces:R:3:lowdin_charge:R:1 method="wB97M-V/def2-TZVPD" relative_energy_kj_mol=203.5 orbital_gap_ev=6.60 homo_energy_ev=-13.9 e_tot_ev=-155559.2238 total_charge=+2
Tc 0.199267 -0.121429 -0.358600 -0.3 -0.8 -0.3 1.1725
C -1.921137 -0.777086 0.142591 -0.4 0.1 -0.1 -0.2378
C -1.302844 -2.036711 -0.092366 0.1 0.2 0.2 -0.1054
C -0.926504 -2.102783 -1.442861 0.4 0.0 0.0 -0.0989
C -1.298397 -0.886976 -2.058323 0.0 0.3 0.0 -0.1469
C -1.946125 -0.073530 -1.091502 -0.5 -0.2 0.0 -0.2323
H -2.449255 -0.493429 1.038203 0.1 0.1 0.1 0.0883
H -1.206951 -2.819745 0.643752 0.1 0.0 0.0 0.1213
H -0.455465 -2.938508 -1.937548 0.1 0.0 0.1 0.1236
H -1.206448 -0.674315 -3.113284 0.1 0.1 0.0 0.1225
H -2.476939 0.848630 -1.271201 0.2 0.1 0.0 0.1277
S -1.109139 3.116977 5.552152 -0.2 0.1 0.2 0.1792
As 0.114428 2.443744 4.138588 0.1 -0.1 0.0 -0.1326
S -0.961026 1.115108 2.699433 -0.2 0.0 0.0 0.0606
S 0.029938 1.667439 0.975139 0.1 -0.1 -0.1 0.1310
S 2.080186 2.542833 3.729459 0.2 0.2 -0.1 0.1260
I 4.126082 4.024154 -2.736942 0.1 0.1 0.0 0.9778
C 2.452516 2.874018 -2.459261 0.0 -0.1 0.0 -0.7526
C 1.294804 2.868007 -3.205679 0.0 0.0 0.0 -0.0891
N 0.479633 1.944106 -2.671104 0.0 0.0 -0.1 0.0333
N 1.049347 1.351997 -1.604353 -0.1 0.2 0.0 -0.1866
C 2.248216 1.919048 -1.462188 0.0 0.0 0.0 -0.2016
H 1.002698 3.454482 -4.061042 0.0 0.0 0.0 0.1411
H -0.456269 1.710670 -2.957018 0.0 0.0 0.0 0.1553
H 2.904819 1.625064 -0.659556 0.0 0.0 0.0 0.1136
N 1.626213 -0.958739 0.064153 0.1 -0.1 0.0 -0.3115
P 3.027534 -1.852093 0.295143 -0.1 -0.1 0.0 0.9566
C 2.798211 -3.504792 -0.299112 -0.1 -0.1 -0.1 -0.3171
C 3.713830 -4.098366 -1.166445 0.0 0.0 0.0 -0.0564
C 3.523954 -5.417621 -1.556011 0.0 0.0 0.0 -0.0396
C 2.433018 -6.130954 -1.083902 0.0 0.0 0.0 -0.0337
C 1.522796 -5.540628 -0.210737 0.0 0.0 0.0 -0.0480
C 1.704172 -4.229680 0.187618 0.1 0.0 0.0 -0.0855
C 3.380135 -1.850144 2.023863 -0.1 0.0 0.2 -0.3238
C 2.882401 -0.839996 2.849694 0.1 0.0 -0.1 -0.0868
C 3.226207 -0.839239 4.191387 0.0 0.0 0.0 -0.0629
C 4.058603 -1.829495 4.696873 0.0 0.0 0.0 -0.0294
C 4.554006 -2.832409 3.871169 0.0 0.0 0.0 -0.0407
C 4.215503 -2.851249 2.529008 -0.1 0.0 0.0 -0.0594
C 4.251430 -0.988904 -0.649238 0.0 0.1 -0.1 -0.3263
C 5.363688 -0.435925 -0.015928 0.0 0.0 0.0 -0.0444
C 6.314409 0.230750 -0.777413 0.0 0.0 0.0 -0.0376
C 6.148599 0.345410 -2.149499 0.0 0.0 0.0 -0.0453
C 5.029889 -0.195738 -2.779684 0.0 0.0 0.0 -0.0558
C 4.077318 -0.862831 -2.033895 0.0 0.0 0.1 -0.1016
H 4.568325 -3.542947 -1.530071 0.0 0.0 0.0 0.1120
H 4.235913 -5.889707 -2.218906 0.0 0.0 0.0 0.1217
H 2.292927 -7.159859 -1.387379 0.0 0.0 0.0 0.1228
H 0.687572 -6.113470 0.169143 0.0 0.0 0.0 0.1192
H 1.016506 -3.771045 0.888860 0.0 0.0 0.0 0.1012
H 2.241336 -0.061857 2.451618 0.0 0.0 0.0 0.0407
H 2.849617 -0.060571 4.841016 0.0 0.0 0.0 0.0824
H 4.324020 -1.821599 5.745656 0.0 0.0 0.0 0.1228
H 5.200038 -3.600450 4.273387 0.0 0.0 0.0 0.1213
H 4.590961 -3.636025 1.883274 0.0 0.0 0.0 0.1188
H 5.487251 -0.526105 1.055674 0.0 0.0 0.0 0.1150
H 7.186628 0.653535 -0.298201 0.0 0.0 0.0 0.1225
H 6.896825 0.859452 -2.738121 0.0 0.0 0.0 0.1217
H 4.914081 -0.102159 -3.851106 0.0 0.0 0.0 0.1208
H 3.204428 -1.287865 -2.516987 0.0 0.0 0.0 0.1159


2.
22
Properties=species:S:1:pos:R:3:forces:R:3:lowdin_charge:R:1 method="wB97M-V/def2-TZVPD" relative_energy_kj_mol=101.3 orbital_gap_ev=9.20 homo_energy_ev=-8.8 e_tot_ev=-9976.0359 total_charge=0 smiles=CC(C)CN.O.O
C 1.352930 -0.105991 -0.806544 -0.2 -1.2 0.7 -0.0881
C 0.278859 -1.174590 -0.568122 -0.8 -0.3 0.7 -0.4130
C 0.171669 -1.667569 0.895954 1.5 0.3 -0.2 -0.0950
C -1.139772 -0.568387 -0.897369 1.9 -0.9 -0.4 -0.2552
N -1.204790 0.040680 -2.226011 -0.4 0.3 0.3 -0.0013
H 1.000414 0.755152 -0.253525 0.4 0.4 -0.1 0.0443
H 1.535017 0.115675 -1.854848 -0.1 0.1 0.0 0.0678
H 2.274471 -0.517847 -0.379231 0.1 0.5 0.0 0.0776
H 0.553381 -2.112980 -1.066539 -0.4 0.3 -0.8 0.1233
H -0.419344 -2.577777 0.924535 -0.6 0.3 0.3 0.0731
H 1.144443 -1.983384 1.312160 0.0 0.1 -0.3 0.0739
H -0.145132 -0.859636 1.550185 -0.6 -0.1 0.2 0.0617
H -1.267028 0.196604 -0.119657 -0.5 -0.2 -0.5 0.0799
H -1.882211 -1.354701 -0.785575 -0.3 0.1 0.0 0.1055
H -0.647335 -0.444251 -2.918520 -0.1 -0.3 0.1 0.0625
H -0.777026 0.945477 -2.137870 0.0 0.5 -0.2 0.0497
O 0.958454 1.710118 1.829255 -0.3 -0.2 0.4 -0.0523
H 1.343065 2.507688 1.476280 0.4 0.4 -0.1 0.0509
H 1.690577 1.143617 2.096223 0.0 0.1 -0.1 0.0593
O -1.866316 2.034747 1.012577 -0.1 0.2 0.1 -0.0613
H -2.046331 1.797121 1.928167 0.0 0.0 0.0 0.0444
H -0.907994 2.120233 0.988476 0.1 -0.1 0.1 -0.0077


3.
18
Properties=species:S:1:pos:R:3:forces:R:3:lowdin_charge:R:1 method="wB97M-V/def2-TZVPD" relative_energy_kj_mol=226.5 orbital_gap_ev=11.27 homo_energy_ev=-14.4 e_tot_ev=-9912.0462 total_charge=+1 smiles="C[N@@H+]1CC=C[C@@]12CO2"
C -1.288155 -0.319595 1.219927 -1.0 -2.5 0.8 0.0254
N 0.156097 -0.273653 0.862574 -0.6 2.9 -2.5 -0.0186
C 0.589335 1.183756 0.781593 1.4 1.8 3.1 -0.0965
C 0.142869 1.784506 -0.530036 0.4 -3.3 1.4 0.0024
C -0.065791 0.746073 -1.321773 -1.2 1.2 -0.6 0.0208
C 0.174301 -0.536850 -0.628982 1.1 0.1 -0.8 -0.4868
C 0.853344 -1.678982 -1.261799 0.5 1.2 -3.6 0.0223
O -0.534352 -1.604281 -0.987546 -1.3 -2.2 -0.4 0.0466
H -1.857450 0.300515 0.501391 0.5 0.1 0.8 0.1240
H -1.661711 -1.423399 0.975449 0.8 2.4 1.1 0.1592
H -1.324854 -0.020661 2.307713 -0.6 -0.4 -1.3 0.1313
H 0.776276 -0.735591 1.506451 0.2 -0.8 -0.1 0.1929
H 1.715426 1.220242 0.850623 -1.0 -0.2 0.0 0.1582
H 0.211997 1.687867 1.740076 0.4 -0.5 -1.5 0.1598
H 0.088424 2.813026 -0.604965 -0.3 1.8 -0.6 0.1073
H -0.580606 0.798396 -2.289689 0.7 -0.4 0.2 0.1559
H 1.135288 -1.647458 -2.437054 -0.7 0.1 3.0 0.1937
H 1.469562 -2.293910 -0.683952 0.5 -1.2 0.9 0.1023


4.
22
Properties=species:S:1:pos:R:3:forces:R:3:lowdin_charge:R:1 method="wB97M-V/def2-TZVPD" relative_energy_kj_mol=457.0 orbital_gap_ev=8.55 homo_energy_ev=-8.1 e_tot_ev=-10898.6755 total_charge=0 smiles="C=C(C)N.N=C=N.C=C"
C 1.358171 -0.514951 0.360741 -0.8 -1.9 -0.7 -0.0064
C 0.369392 -1.332823 -0.122321 2.8 -0.8 0.8 -0.4715
C -0.349493 -2.293655 0.788496 -0.6 0.6 0.5 -0.0552
N 0.308970 -1.698315 -1.485339 -0.3 0.3 -0.2 0.0504
H 2.121711 -0.129734 -0.297408 -0.1 0.3 -0.2 0.0795
H 1.610070 -0.549458 1.411399 -0.3 0.3 0.1 0.0831
H 0.027944 -3.306649 0.648597 0.1 0.0 -0.1 0.0815
H -0.228455 -2.021841 1.850196 0.0 0.0 -0.5 0.0916
H -1.419561 -2.298660 0.578509 0.0 -0.1 0.0 0.0722
H 1.028039 -1.271471 -2.052357 0.0 0.0 0.0 0.0959
H 0.292030 -2.698676 -1.635236 -0.1 0.1 0.1 0.0964
N -1.495323 1.091411 0.602982 -0.6 -2.8 -0.6 0.0944
C -1.578925 0.253749 -0.320495 -2.3 3.9 1.1 -0.3735
N -2.162981 -0.286670 -1.258705 0.7 -1.5 0.2 0.1430
H -1.862474 2.021437 0.523379 0.2 0.1 -0.4 0.0813
H -1.620664 -0.964521 -1.795669 0.1 0.3 -0.3 0.0378
C 0.475261 2.230286 0.858810 3.1 -0.9 -0.6 -0.1518
C 0.600676 3.101223 -0.149606 -0.8 0.1 0.4 -0.0826
H 0.629367 2.540237 1.872537 0.1 0.4 0.5 0.0535
H 0.779896 1.126086 0.749286 -1.5 1.8 -0.1 0.0041
H 0.268162 2.864199 -1.156483 0.7 -0.3 -0.2 0.0428
H 0.848185 4.138794 0.028686 -0.5 0.2 0.1 0.0336